1.
Density functional theory data (wB97M-V/def2-TZVPD) for C2H2INO2 as an isolated structure in a non-equilibrium geometry.

The calculation puts the LUMO energy (alpha / beta) at -1.69 / -1.69 eV. The calculation puts the frontier orbital gap (alpha / beta) at 0.2498 / 0.2498 hartree. The net charge is 0. The HOMO energy (alpha / beta) comes out at -8.48 / -8.48 eV. The energy above the lowest of the compared OMol25 structures with the same formula, charge and spin comes out at 100.4 kcal per mole.

Cartesian coordinates (Å):
I 2.410 0.145 -0.173
O 0.143 2.358 0.565
H -1.151 -1.481 -0.581
N 0.514 -0.295 -0.626
C -0.045 -1.388 -0.041
C -0.686 1.670 0.131
H -1.665 1.174 0.051
O 0.479 -2.183 0.675

=====

2.
Density functional theory data (wB97M-V/def2-TZVPD) for C2H2INO2S as an isolated structure in a non-equilibrium geometry.

The calculation puts the LUMO energy at -1.11 eV. The calculation puts the frontier orbital gap at 0.3575 hartree. The net charge is 0. The HOMO energy comes out at -10.83 eV. The energy above the lowest of the compared OMol25 structures with the same formula, charge and spin comes out at 18.6 kcal per mole.

Cartesian coordinates (Å):
I 1.877 2.054 -0.266
O -1.148 1.598 -0.109
N -1.942 -1.839 -0.490
H 0.838 -0.386 -1.171
C -0.994 -1.218 -0.441
H 1.196 -1.253 0.394
O -0.079 0.663 1.899
C 0.283 -0.561 -0.341
S -0.030 0.943 0.525

=====

3.
Density functional theory data (wB97M-V/def2-TZVPD) for a single C2H2INO2S molecule in a non-equilibrium geometry.

The calculation puts the LUMO energy at -1.23 eV. The calculation puts the frontier orbital gap at 0.3226 hartree. The net charge is 0. The HOMO energy comes out at -10.01 eV. The energy above the lowest of the compared OMol25 structures with the same formula, charge and spin comes out at 17.8 kcal per mole.

Cartesian coordinates (Å):
I -0.595 -3.240 2.365
O -2.038 -0.718 2.910
O -2.523 -1.520 0.514
N -0.125 0.754 -1.338
S -1.627 -1.204 1.604
C -0.307 -0.005 1.046
H 0.463 0.287 -2.018
H 0.226 0.153 1.930
C -0.197 0.351 -0.194

=====

4.
Density functional theory data (wB97M-V/def2-TZVPD) for C2H2INO3 as an isolated structure in a non-equilibrium geometry.

The calculation puts the LUMO energy at 0.02 eV. The calculation puts the frontier orbital gap at 0.3470 hartree. The net charge is 0. The HOMO energy comes out at -9.43 eV. The energy above the lowest of the compared OMol25 structures with the same formula, charge and spin comes out at 77.9 kcal per mole.

Cartesian coordinates (Å):
H 1.675 -1.610 -0.343
H 1.608 1.098 0.094
C -0.023 -0.301 0.165
C -1.479 0.963 0.196
O 2.149 -0.696 -0.335
O -0.403 -1.430 0.119
N 1.113 0.194 -0.205
I -3.127 -0.324 -0.132
O -1.512 2.106 0.441

=====

Repeat the first record exactly.
Density functional theory data (wB97M-V/def2-TZVPD) for C2H2INO2 as an isolated structure in a non-equilibrium geometry.

The calculation puts the LUMO energy (alpha / beta) at -1.69 / -1.69 eV. The calculation puts the frontier orbital gap (alpha / beta) at 0.2498 / 0.2498 hartree. The net charge is 0. The HOMO energy (alpha / beta) comes out at -8.48 / -8.48 eV. The energy above the lowest of the compared OMol25 structures with the same formula, charge and spin comes out at 100.4 kcal per mole.

Cartesian coordinates (Å):
I 2.410 0.145 -0.173
O 0.143 2.358 0.565
H -1.151 -1.481 -0.581
N 0.514 -0.295 -0.626
C -0.045 -1.388 -0.041
C -0.686 1.670 0.131
H -1.665 1.174 0.051
O 0.479 -2.183 0.675